A structure of composition C35H29As2F19LuN3O9. Source: OMol25; level of theory: wB97M-V/def2-TZVPD.

* energy: -9796.97666 hartree
* maximum force: 0.0901 hartree/bohr
* Kohn-Sham gap (alpha / beta): 5.8 / 5.8 eV
* HOMO (alpha / beta): -7.82 / -7.82 eV

```
98
Properties=species:S:1:pos:R:3:forces:R:3
Lu 0.34424 -2.32232 0.33147 -0.5 -0.3 0.7
C -0.20862 -0.81326 3.28183 1.1 0.0 -0.2
N 0.23324 -2.15557 2.76100 -1.9 0.4 -0.7
C -0.82480 -3.11118 3.16128 0.9 -1.5 -0.7
C -2.11440 -2.86098 2.33058 -0.2 0.6 1.9
N -1.74637 -2.29652 1.04481 -1.1 -1.1 0.0
C -2.76643 -2.15490 0.14914 0.1 0.7 0.2
C -4.15121 -1.88195 0.45784 1.2 -0.7 -0.4
F -4.55550 -2.06623 1.73054 -0.5 0.4 -0.6
C -5.01828 -1.53303 -0.55117 -0.2 0.2 -0.6
F -6.35970 -1.38133 -0.35469 1.4 0.0 0.0
C -4.51610 -1.35331 -1.86278 -0.4 -0.4 -0.3
F -5.42093 -1.00825 -2.79873 0.3 0.0 -0.2
C -3.20823 -1.71378 -2.22291 -0.4 -0.4 0.3
F -2.75121 -1.80721 -3.49267 -0.6 0.4 0.6
C -2.38625 -2.13995 -1.20297 -0.8 0.2 0.3
F -1.10542 -2.57836 -1.51214 -0.3 0.4 0.0
C 1.54458 -2.55412 3.15426 2.1 0.1 -0.2
C 2.63140 -1.71572 2.41761 0.6 -0.2 0.9
N 2.33127 -1.62049 1.01208 -0.3 -0.2 -0.3
C 3.33450 -1.45685 0.13267 0.0 -0.9 -1.3
C 3.03249 -1.79596 -1.25080 0.8 1.4 0.9
F 1.70883 -2.10628 -1.47873 0.2 -0.1 -0.6
C 3.85032 -1.51857 -2.32857 1.1 0.5 0.6
F 3.39244 -1.57667 -3.59218 0.3 -0.1 0.6
C 5.18090 -1.07394 -2.03800 -1.0 -0.3 -0.5
F 6.01696 -0.74713 -3.04561 -0.3 -0.2 0.4
C 5.55496 -0.91156 -0.70971 2.0 0.7 -0.1
F 6.86284 -0.50881 -0.42758 -2.1 -0.6 -0.5
C 4.67984 -1.08214 0.34151 -0.3 -0.1 1.3
F 5.12295 -0.85362 1.63775 -0.2 -0.1 -1.6
H -0.18732 -0.81167 4.40126 0.0 0.0 -0.7
H -1.24583 -0.62654 2.93683 0.9 0.1 0.1
H 0.51639 -0.04768 2.90232 -0.9 -0.4 0.3
H -0.96862 -2.97666 4.23253 -0.4 -0.1 0.2
H -0.37750 -4.14649 3.02456 -0.8 1.2 -0.1
H -2.73149 -2.15052 2.93322 0.5 -0.2 -0.4
H -2.79110 -3.74334 2.32478 0.8 0.1 -0.4
H 1.84844 -3.58579 2.90311 -1.1 0.2 -0.4
H 1.65298 -2.56714 4.22823 0.3 0.6 0.7
H 3.56953 -2.28474 2.54411 -0.3 0.4 0.2
H 2.78877 -0.70809 2.81847 -0.1 -0.2 0.4
C 1.10828 0.65634 -2.71792 -0.2 1.2 0.6
O 0.23157 1.63063 -2.06723 0.3 -0.2 -0.6
C -0.50342 1.30311 -1.02701 -1.0 -2.3 1.3
O -0.40263 0.25714 -0.36284 0.4 0.6 -0.9
C -1.43248 2.40813 -0.69047 0.0 -0.3 -0.9
C -1.71057 3.26886 -1.69640 -0.6 0.7 -1.2
As -1.14683 5.16108 -1.64008 -1.2 0.5 -0.9
C 0.74389 4.81945 -2.26849 -0.2 1.5 0.3
C -0.66682 5.20902 0.20754 -0.9 -1.6 2.0
C -0.70996 4.09357 1.02897 1.6 1.0 0.2
As -2.20809 2.82552 1.05790 1.4 0.1 -0.2
C -3.50252 4.17234 0.47398 -0.2 -0.1 -0.1
C 0.44416 3.73022 1.93463 -1.2 -1.5 3.7
O 0.38559 2.67703 2.66471 0.4 3.4 -3.1
O 1.43366 4.65241 2.02690 -0.8 -1.4 -0.7
C 2.54357 4.23373 2.86611 -0.2 -0.6 -0.4
C -0.50907 6.59029 0.69126 2.0 2.3 0.4
O -1.05930 7.16100 1.63215 1.1 -1.7 -2.2
O 0.36683 7.25148 -0.20708 -0.7 -0.1 1.6
C 0.57128 8.64747 0.12240 0.5 0.5 -1.5
C -2.24686 2.89650 -3.04966 2.2 0.4 -2.8
O -2.30373 3.69471 -4.03112 -0.2 -2.3 3.5
O -2.50768 1.54539 -3.13972 -0.9 1.2 -1.3
C -3.03401 1.16895 -4.49257 1.4 0.2 0.0
H 1.66597 1.26090 -3.44198 -0.4 -0.4 -0.1
H 0.50117 -0.13795 -3.14298 0.2 -0.1 -0.1
H 1.81797 0.34585 -1.97355 0.2 -0.6 0.2
H 0.67287 5.09353 -3.34154 0.4 -0.5 0.6
H 1.15857 3.85850 -2.03142 -0.2 -0.6 -0.3
H 1.37938 5.55224 -1.71277 -0.7 -0.3 -0.6
H -3.47460 4.20936 -0.63909 -0.3 0.5 1.0
H -3.29647 5.14344 0.99850 -0.3 -0.9 -0.7
H -4.45423 3.73837 0.78816 -0.1 0.4 -0.1
H 3.47469 4.40770 2.27120 -0.8 -0.1 0.7
H 2.34674 3.14957 3.10234 0.7 1.2 0.0
H 2.44691 4.86965 3.74605 0.5 -0.2 0.1
H 1.40026 9.11719 -0.50525 -1.0 -1.2 0.5
H 0.86070 8.77250 1.15504 -0.3 0.0 0.3
H -0.35985 9.14858 -0.15368 0.2 0.3 0.5
H -2.69432 0.14026 -4.72132 -0.5 0.6 0.6
H -2.52455 1.83130 -5.21786 -0.6 -0.3 0.4
H -4.12123 1.28658 -4.54292 0.3 -0.1 0.2
F -1.65167 -5.53092 0.74281 -0.3 -0.2 0.0
C -0.83861 -6.10622 -0.15742 0.0 1.1 1.0
F -1.19635 -5.62063 -1.35451 0.4 0.2 0.0
F -1.06411 -7.40250 -0.18650 0.1 -0.6 0.2
C 0.63705 -5.69932 0.26277 0.2 0.5 -1.2
O 0.75630 -4.38431 0.56369 -0.5 -0.2 -0.4
C 1.14289 -6.49367 1.51217 -0.9 -0.7 0.5
F 0.17599 -6.40080 2.51192 1.6 0.2 -1.0
F 1.25007 -7.81609 1.26754 0.4 0.7 0.0
F 2.32724 -6.02068 1.97241 -1.5 -0.5 -0.3
C 1.51203 -5.98573 -1.03284 1.3 0.8 -1.3
F 1.26851 -7.10266 -1.77000 -0.4 1.1 0.9
F 2.80981 -6.04801 -0.69586 -0.3 0.0 0.1
F 1.42341 -4.88181 -1.91362 -0.3 -1.8 1.3
```
Forces are in eV/Å.

=====

A structure of composition C8H13Cl2IrN3O3Tm. Source: OMol25; level of theory: wB97M-V/def2-TZVPD.

* energy: -2810.66640 hartree
* maximum force: 0.1767 hartree/bohr
* spin multiplicity: 7
* net charge: +4
* Kohn-Sham gap (alpha / beta): 7.7 / 4.6 eV
* HOMO (alpha / beta): -22.84 / -24.38 eV
* energy relative to the best compared isomer or geometry (same formula, charge and spin): 0.0 kcal per mole

```
31
Properties=species:S:1:pos:R:3:forces:R:3
Tm -1.07008 -0.73266 -2.35711 0.6 -2.6 -0.1
Ir 0.86934 1.46533 -1.71752 -1.3 0.5 1.6
Cl -1.40465 -2.98805 -1.64321 0.1 1.1 0.0
Cl -2.79932 0.86742 -3.24114 -1.3 0.9 -0.6
C 1.91133 2.85707 -2.41337 5.5 6.3 -3.5
C 0.66823 -1.49469 -4.09158 3.6 -2.2 -4.0
C 0.77330 1.21042 -3.54672 0.0 -0.3 -8.9
O 2.53222 3.63793 -3.02245 -3.2 -3.8 3.1
O 1.43496 -1.84130 -4.88683 -3.7 1.6 3.9
O 0.80826 1.31002 -4.73771 -0.3 -0.4 6.5
C -2.61855 0.32598 1.22474 -0.5 0.3 0.4
N -1.28509 -0.09219 1.68720 -0.4 -0.8 0.1
C -1.28348 -0.95228 2.88050 -0.6 -0.2 0.3
C -0.23270 0.05378 0.85812 0.0 0.3 -0.2
N -0.47823 0.56744 -0.39464 -0.4 -0.5 0.1
N 1.01545 -0.29440 1.21955 -0.4 0.3 0.0
C 1.44856 -0.34585 2.62166 0.7 0.0 0.8
C 2.05128 -0.37100 0.19307 0.7 -0.5 0.0
H -3.33376 0.07015 2.01336 0.1 0.2 -0.3
H -2.93922 -0.20634 0.30698 0.3 0.0 0.4
H -2.66040 1.41516 1.05903 0.1 -0.2 0.1
H -0.69243 -1.86724 2.72336 0.0 0.3 0.0
H -0.92775 -0.39909 3.76463 -0.1 -0.1 -0.1
H -2.33190 -1.22222 3.06499 0.4 0.0 0.1
H -1.26788 1.21768 -0.37786 -0.1 -0.2 0.4
H 1.31689 -1.32891 3.09994 -0.1 0.0 -0.3
H 2.52945 -0.16112 2.67035 -0.3 0.0 -0.2
H 0.94317 0.41157 3.23967 0.0 -0.2 -0.4
H 2.04279 0.54628 -0.45469 0.6 -0.3 0.8
H 3.01113 -0.40055 0.71930 0.0 0.0 -0.5
H 1.96908 -1.25834 -0.46162 -0.2 0.1 0.5
```
Forces are in eV/Å.

=====

A structure of composition C6H24BaFO6. Source: OMol25; level of theory: wB97M-V/def2-TZVPD.

* energy: -819.67183 hartree
* maximum force: 0.0635 hartree/bohr
* spin multiplicity: 2
* Kohn-Sham gap (alpha / beta): 4.3 / 9.3 eV
* HOMO (alpha / beta): -4.37 / -9.54 eV

```
38
Properties=species:S:1:pos:R:3:forces:R:3
Ba -0.13637 1.47822 2.84378 -0.1 -0.6 -1.0
F 0.56263 -0.08388 0.67296 -0.3 0.6 0.5
C -2.12059 -1.96225 -1.07118 0.7 -0.7 -0.3
O -1.24450 -0.92923 -1.44578 -0.7 0.9 -0.3
H -2.71340 -1.87158 -0.16098 -0.1 0.7 0.2
H -2.82580 -2.07480 -1.89466 0.1 -0.3 0.1
H -1.51144 -2.84931 -0.89754 -0.3 -0.4 -0.3
H -0.64450 -0.67624 -0.74039 0.1 0.0 0.4
C -3.73400 -0.28068 1.94738 0.8 -0.6 -1.1
O -2.31819 -0.08501 1.82751 0.5 0.7 0.7
H -4.01135 -0.73006 0.99384 -0.6 0.0 0.1
H -3.92939 -1.00657 2.73669 -0.4 0.5 0.2
H -4.20750 0.69878 2.01499 0.0 -0.3 0.5
H -1.93880 -0.76898 1.27087 0.1 -0.1 -0.2
C 3.42790 0.34240 2.14485 -1.0 1.2 -0.2
O 2.57224 -0.77201 2.40104 1.4 0.1 0.4
H 2.82278 1.21450 2.39259 0.2 0.8 0.6
H 4.36297 0.43685 2.69697 -0.3 -0.8 0.4
H 3.66816 0.61447 1.11706 0.0 -1.1 -0.5
H 1.81895 -0.65469 1.81762 -0.4 -0.2 -0.8
C 1.40978 -2.77850 -1.65051 0.3 1.4 0.0
O 0.89460 -2.55999 -0.35680 -0.5 -0.8 0.3
H 2.33254 -3.33659 -1.49195 -0.3 -0.5 -0.7
H 0.66595 -3.12688 -2.36707 0.0 -1.0 0.3
H 1.68067 -1.84375 -2.14139 0.4 0.3 0.2
H 0.76918 -1.63365 -0.13821 0.3 0.3 0.0
C 2.23500 1.44253 -2.22550 0.5 -0.8 1.7
O 2.79951 0.44268 -1.33668 0.0 0.4 -0.6
H 3.10209 1.85296 -2.74299 -0.5 -0.1 -0.5
H 1.43177 0.98154 -2.80031 0.3 0.2 -0.6
H 1.80085 2.21415 -1.58972 -0.1 0.4 -0.2
H 2.09702 0.16925 -0.74225 -0.3 -0.1 0.3
C -1.28297 2.97370 -0.45485 -1.9 -1.1 -2.5
O -1.56236 3.04864 0.89479 1.1 0.0 2.4
H -0.44594 2.34186 -0.75193 0.6 0.6 0.8
H -2.07827 2.35529 -0.87097 -0.3 0.0 -0.5
H -1.36312 3.91706 -0.99498 0.6 0.2 0.2
H -2.38608 3.49976 1.09371 -0.1 0.1 -0.3
```
Forces are in eV/Å.

=====

A structure of composition C3H9NOS2. Source: OMol25; level of theory: wB97M-V/def2-TZVPD.

* energy: -1045.98070 hartree
* maximum force: 0.1337 hartree/bohr
* Kohn-Sham gap: 8.2 eV
* HOMO: -8.75 eV
* energy relative to the best compared isomer or geometry (same formula, charge and spin): 65.8 kcal per mole

```
16
Properties=species:S:1:pos:R:3:forces:R:3
C -0.03277 -1.95683 2.98920 0.9 0.3 0.3
S 0.85364 -1.05202 1.71265 -2.2 -0.4 -1.1
S -0.88166 -1.17085 0.24998 1.6 -0.1 1.9
H -0.96696 -1.43853 3.17877 -0.1 -0.4 0.0
H 0.60456 -1.85374 3.87064 -0.1 -0.1 0.1
H -0.09087 -3.00324 2.71279 -0.4 0.0 0.1
H -0.39401 -2.31969 -0.22151 -0.1 -0.1 -0.3
C 0.63904 0.54866 -0.55124 0.8 3.0 -6.1
N 0.07856 0.76476 -2.01099 0.8 -0.4 1.5
C -0.56130 2.06074 -2.17381 -0.9 0.2 0.5
O 0.68824 1.53713 0.11304 -0.3 -0.4 2.1
H 1.44026 -0.16114 -0.79745 -0.1 -0.7 1.4
H 0.97799 0.82788 -2.48659 -0.1 -0.4 -0.3
H -1.38161 2.09478 -1.45328 -0.1 0.1 -0.1
H -1.00168 2.16088 -3.16691 0.1 -0.2 0.0
H 0.02859 2.96122 -1.96527 0.3 -0.3 0.0
```
Forces are in eV/Å.

=====

The ion C6H10N3O3S with charge +1. Source: OMol25; level of theory: wB97M-V/def2-TZVPD.

* energy: -1022.49375 hartree
* maximum force: 0.0670 hartree/bohr
* net charge: +1
* Kohn-Sham gap: 9.0 eV
* HOMO: -12.77 eV
* energy relative to the best compared isomer or geometry (same formula, charge and spin): 29.2 kcal per mole

```
23
Properties=species:S:1:pos:R:3:forces:R:3
C -1.48270 0.95796 0.40187 -1.9 -0.9 0.0
C -1.35270 2.30734 -1.63949 -2.3 -0.3 1.4
C 1.17619 -2.07972 0.51672 -0.3 -0.7 1.3
C 0.82200 -1.71561 -0.91713 -0.2 -0.4 -1.0
C 1.40298 -0.95163 1.53892 1.1 2.4 -2.2
C -0.16471 0.72872 0.55260 1.2 0.3 -1.7
N -2.07730 1.60703 -0.65143 -0.4 -0.4 0.9
N -0.08193 1.88774 -1.83912 1.5 -1.7 -0.1
N 0.37005 0.10945 1.65432 -0.1 -0.8 1.1
O -2.37776 0.45232 1.31677 1.4 1.2 -1.5
O -1.79036 3.20090 -2.26865 -0.9 0.8 -1.0
O 1.39219 -0.43626 -1.37078 -0.8 1.0 0.4
S 0.93774 1.05655 -0.85430 0.9 -0.9 1.4
H 0.30489 -2.76025 0.77648 1.2 0.7 0.3
H 2.14680 -2.63667 0.69387 -1.2 0.2 -1.0
H 1.32231 -2.42299 -1.61980 -0.6 0.5 0.5
H -0.29407 -1.75662 -1.11137 1.3 0.3 0.3
H 1.64483 -1.34110 2.47236 -0.3 -0.9 1.8
H 2.42668 -0.43255 1.31082 -1.6 -0.8 -0.2
H -3.11152 1.62480 -0.58261 1.0 0.6 -0.4
H 0.21397 1.96843 -2.79723 0.5 0.6 -0.2
H -1.79508 -0.04191 1.91262 -0.2 -0.4 0.5
H 0.36750 0.67407 2.50454 0.5 -0.3 -0.4
```
Forces are in eV/Å.

=====

A structure of composition C4H4O2Sm. Source: OMol25; level of theory: wB97M-V/def2-TZVPD.

* energy: -962.50796 hartree
* maximum force: 0.1007 hartree/bohr
* spin multiplicity: 7
* net charge: +2
* Kohn-Sham gap (alpha / beta): 5.5 / 5.7 eV
* HOMO (alpha / beta): -15.39 / -15.40 eV
* energy relative to the best compared isomer or geometry (same formula, charge and spin): 10.2 kcal per mole

```
11
Properties=species:S:1:pos:R:3:forces:R:3
H -0.80669 -1.09771 1.36311 0.7 -0.4 1.2
O -2.47017 1.24681 -1.62557 1.2 -0.1 0.6
C -1.40981 1.08506 -1.18891 -1.1 -0.1 -0.2
C -0.18578 0.75594 -0.80240 1.3 1.5 2.1
C 0.16316 -0.76239 0.96248 -2.3 -0.2 -4.7
C 0.38436 0.66858 0.81426 -1.2 0.3 -1.8
H 0.60780 1.05968 -1.48826 -0.3 -0.3 0.1
H 1.46351 0.85988 0.78053 -0.5 0.8 0.2
H -0.30264 1.21039 1.47608 1.0 0.3 0.0
O 0.57709 -1.45387 -0.02389 2.1 -2.8 2.6
Sm 1.97917 -3.57237 -0.26743 -0.8 1.1 -0.1
```
Forces are in eV/Å.